The following is a DFT calculation (wB97M-V/def2-TZVPD) of a structure of composition C6H14LaO4 in a non-equilibrium geometry.

Each line ends with the Mulliken charge.
CARTESIAN COORDINATES (ANGSTROEM)
C -2.09712 1.18699 1.77497  -0.633
O -1.57181 1.47495 0.51630  -0.279
C -0.39508 2.32321 0.56233  -0.411
C 0.20325 2.38156 -0.83281  -0.438
O 1.18259 1.35322 -0.98923  -0.680
C 0.53625 -0.70951 -1.80479  -0.237
C 0.96050 -1.74981 -0.78329  -0.413
O 0.87526 -1.21365 0.53288  -0.106
C 0.92108 -2.18329 1.56265  -0.784
La 1.82030 1.14231 1.19088  0.724
H -2.91601 0.46511 1.65050  0.233
H -1.34535 0.72730 2.44195  0.168
H -2.48223 2.09525 2.27344  0.295
H -0.72193 3.32835 0.88961  0.420
H 0.65051 3.37979 -1.00705  0.282
H -0.57847 2.25434 -1.61298  0.261
H 1.45738 -0.48322 -2.36896  0.250
H -0.43890 -0.32954 -1.45464  0.224
H 1.99864 -2.06837 -0.97782  0.314
H 0.30074 -2.62997 -0.83820  0.300
H 0.86923 -1.64629 2.51819  0.284
H 0.06496 -2.86601 1.45910  0.278
H 1.86448 -2.74898 1.52389  0.330
O -0.14899 -1.55000 -3.23913  -0.638
H -1.00927 -1.93373 -2.98779  0.256

Its charge is 0. The HOMO energy (alpha / beta) is -5.088 / -7.334 eV. The spin multiplicity is 2. The calculation puts the orbital gap (alpha / beta) at 4.9 / 6.7 eV.